(1)
The following is a DFT calculation (ωB97M-V/def2-TZVPD) of a structure of composition C49H60IrN4P2Si2 in a non-equilibrium geometry.

## Properties
HOMO level (alpha / beta) ... -13.271 / -13.760 eV
Spin multiplicity ... 2
Max |F| ... 1.1 eV Å⁻¹
Frontier orbital gap (alpha / beta) ... 7.56 / 7.99 eV
Expectation value of S² ... 0.75
Net charge ... +2
ΔE to the lowest compared entry with this formula, charge and spin ... 0.0 kcal per mole

Atoms and positions in Å:
H1 -3.508 0.601 -3.291
H2 -2.845 -3.667 1.759
C1 -0.486 3.565 -0.432
H3 1.536 1.020 5.610
H4 -2.108 -6.261 -0.844
H5 -2.635 2.310 4.975
C2 4.589 -2.724 -1.176
H6 4.156 -4.375 -2.487
C3 2.711 1.437 0.530
C4 2.054 -0.794 2.400
H7 -6.077 -1.941 2.660
C5 -1.230 -4.311 -0.990
C6 1.890 -2.185 -1.277
H8 1.642 2.640 -6.421
C7 2.700 3.742 -0.222
C8 -2.690 1.136 -2.805
C9 0.104 -3.632 0.887
H9 -1.500 3.775 -2.320
C10 2.391 -3.278 -1.991
C11 -3.668 -3.213 2.318
C12 3.973 1.649 1.098
N1 -2.373 1.273 -0.305
C13 -0.614 0.997 2.899
H10 -3.335 -3.023 3.342
H11 -2.174 -2.473 -6.336
H12 1.736 -3.922 -2.566
H13 0.272 -5.033 2.493
H14 4.738 -1.074 0.166
C14 -0.670 -1.179 4.997
C15 -0.574 -1.954 -2.849
H15 0.983 4.421 -2.600
Si1 -0.761 0.670 4.740
C16 -1.047 5.224 1.229
N2 -3.097 -0.898 1.548
C17 -0.164 -4.829 1.524
C18 4.592 2.881 0.989
H16 0.673 0.182 -3.061
H17 1.540 4.642 -4.968
C19 -4.712 -2.213 0.264
C20 -2.100 5.284 -0.931
H18 -4.806 2.589 -1.795
H19 4.474 0.854 1.639
H20 -4.846 -1.008 3.504
H21 -1.065 0.283 2.204
H22 1.737 -0.065 3.146
H23 -4.901 3.129 0.698
C21 -1.730 -2.320 -5.361
Ir1 -0.482 0.099 -0.029
C22 2.091 2.488 -0.128
H24 -1.520 -2.140 1.226
H25 -2.777 5.757 -1.631
C23 -3.046 1.526 -1.418
H26 -1.184 -6.716 1.401
H27 1.306 -2.001 -3.901
H28 -1.809 0.502 -2.794
C24 -0.975 -5.777 0.907
H29 0.764 -2.915 1.356
C25 0.773 2.269 -2.669
C26 1.159 1.283 -4.834
H30 -2.494 6.693 0.639
C27 1.340 3.662 -4.556
H31 0.280 -1.595 4.658
H32 5.569 3.036 1.427
H33 -2.610 -1.953 -2.126
H34 -2.757 -0.645 2.469
C28 -1.940 5.811 0.343
C29 -4.135 2.539 0.228
C30 -0.435 -3.348 -0.374
H35 -1.618 -4.156 -1.985
C31 0.228 -2.056 -3.985
H36 3.125 -0.971 2.538
P1 0.491 2.094 -0.887
N3 -1.978 -1.346 0.776
C32 -5.237 -1.262 2.516
Si2 1.801 -0.186 0.644
H37 0.331 1.733 6.677
C33 0.849 1.155 -3.488
C34 4.071 -1.677 -0.438
H38 -0.901 5.648 2.213
H39 2.200 4.574 -0.701
H40 -2.456 2.016 -3.408
H41 -2.382 -1.731 -0.075
C35 -0.351 -2.243 -5.231
H42 -2.695 1.884 1.741
H43 1.545 -1.735 2.604
H44 4.430 4.899 0.268
H45 -5.599 -0.349 2.043
C36 -0.320 4.109 0.841
C37 -2.453 1.274 5.265
H46 1.209 0.403 -5.463
H47 -3.616 -2.273 -4.334
C38 3.746 -3.537 -1.940
H48 0.410 3.692 1.522
H49 0.282 -2.339 -6.104
C39 -1.962 -2.028 -2.994
C40 1.401 2.536 -5.371
C41 -1.498 -5.518 -0.347
C42 -3.040 1.923 0.723
H50 -4.466 -3.955 2.362
C43 -4.164 -1.924 1.660
C44 3.951 3.931 0.333
C45 2.699 -1.396 -0.477
C46 -1.380 4.163 -1.317
H51 -4.895 -1.281 -0.279
H52 5.651 -2.929 -1.151
H53 -0.175 1.892 2.472
H54 -3.251 0.658 4.839
P2 0.131 -1.788 -1.181
H55 0.787 2.562 5.193
N4 -4.130 2.265 -1.122
C47 -2.540 -2.209 -4.239
H56 -0.769 -1.411 6.060
C48 1.029 3.533 -3.214
C49 0.598 1.580 5.630
H57 -1.480 -1.701 4.477
H58 -4.047 -2.855 -0.324
H59 -2.547 1.214 6.353
H60 -5.657 -2.748 0.343


(2)
The following is a DFT calculation (ωB97M-V/def2-TZVPD) of a structure of composition C49H62IN7OSeW.

## Properties
HOMO level (alpha / beta) ... -6.351 / -6.352 eV
Spin multiplicity ... 3
Max |F| ... 0.2 eV Å⁻¹
Frontier orbital gap (alpha / beta) ... 4.97 / 4.72 eV
Expectation value of S² ... 2.02
ΔE to the lowest compared entry with this formula, charge and spin ... 0.0 kcal per mole

Atoms and positions in Å:
C1 1.872 -1.991 1.734
C2 3.989 -3.103 4.054
O1 -1.571 -0.209 -1.258
H1 1.043 -3.668 5.760
C3 1.258 5.874 -1.172
H2 -0.658 -1.593 -3.303
C4 0.065 -3.969 5.382
H3 -5.738 -3.560 3.391
H4 5.274 2.977 -0.090
C5 -0.693 -4.452 -1.689
H5 2.136 5.279 -0.912
W1 -0.206 -0.315 0.086
H6 0.857 -5.314 3.892
H7 -1.970 -3.020 3.283
H8 -0.669 5.636 -2.127
H9 -3.406 2.796 1.119
H10 -4.268 5.734 -0.765
C6 2.972 -1.486 1.072
H11 -2.806 -2.234 -0.061
C7 -2.397 4.975 0.019
C8 -3.636 -0.890 2.723
H12 1.066 3.036 -4.659
H13 2.755 3.139 -4.129
C9 2.036 2.535 -4.686
H14 2.016 3.052 -2.056
H15 -0.170 0.862 -4.873
C10 5.498 -0.124 0.068
C11 -2.601 2.083 0.984
H16 0.756 -0.649 -4.779
H17 -4.809 1.429 4.636
C12 1.886 1.105 -4.166
H18 5.407 4.060 -1.479
H19 -3.726 0.437 -1.548
C13 -0.190 -2.373 2.424
C14 0.291 2.605 -0.890
C15 1.393 1.063 -2.706
C16 4.565 2.119 -1.959
H20 -5.263 -1.195 4.057
C17 -2.831 0.789 1.473
C18 -2.234 -0.551 -2.385
H21 -4.368 -4.068 -0.533
H22 4.120 2.478 -2.884
H23 6.757 0.142 1.820
C19 3.175 0.290 -4.340
H24 -0.326 -4.751 6.033
C20 3.709 1.061 -1.335
N1 -0.355 1.814 -0.017
H25 -4.190 2.745 3.646
C21 2.242 0.962 -1.455
C22 -5.020 2.046 3.762
H26 -0.797 -4.835 3.598
H27 6.221 0.300 -0.630
C23 -2.335 -1.182 2.257
N2 -0.164 -2.377 -0.786
C24 3.182 -3.857 2.992
H28 5.033 0.035 2.191
C25 -2.905 -5.346 -1.510
H29 -1.889 5.932 -0.118
H30 2.935 -4.853 3.362
N3 0.560 -4.472 -2.089
C26 -2.478 -3.142 -0.547
H31 1.584 6.685 -1.824
C27 -1.487 2.565 0.375
H32 3.387 0.174 -5.404
H33 -5.926 2.620 3.958
C28 -5.124 -2.915 2.761
H34 0.498 0.455 -2.592
H35 -3.636 -6.120 -1.699
C29 5.760 0.421 1.476
C30 0.187 5.019 -1.852
H36 -3.606 0.674 -3.154
C31 -4.483 -1.785 3.572
H37 -2.740 4.961 1.057
H38 5.671 -1.204 0.062
C32 -3.594 4.893 -0.933
C33 -1.516 -2.264 2.655
C34 2.925 -0.496 0.105
C35 4.784 3.300 -1.007
N4 -1.870 -0.186 1.460
H39 3.406 -2.983 4.968
H40 -6.028 0.505 2.637
Se1 1.329 -2.974 -1.582
C36 0.656 -3.398 3.007
N5 0.602 -1.503 1.640
H41 3.941 -1.888 1.327
C37 1.923 -3.144 2.616
C38 -5.176 1.176 2.511
H42 4.263 -2.106 3.706
C39 -1.698 -1.307 -3.347
H43 3.838 3.763 -0.727
H44 -4.153 3.968 -0.786
C40 -0.295 3.897 -0.987
H45 4.906 -3.640 4.302
H46 0.553 4.614 -2.797
H47 -5.415 1.805 1.651
C41 0.173 -4.464 3.936
H48 4.052 0.741 -3.878
H49 -5.756 -2.507 1.970
C42 -1.635 -5.502 -1.941
C43 -1.400 3.879 -0.185
H50 -1.306 -6.380 -2.479
C44 -3.949 0.366 2.226
H51 -4.357 -3.531 2.285
N6 1.800 -0.007 -0.469
I1 -2.232 2.892 -4.156
C45 4.113 0.152 -0.430
H52 5.690 1.508 1.494
H53 -0.596 -3.103 5.449
C46 -3.328 -4.157 -0.820
H54 2.371 2.509 -5.725
H55 3.798 -4.007 2.101
C47 0.813 0.415 -5.022
H56 0.880 6.310 -0.246
H57 -3.883 -2.211 4.381
H58 -2.277 -1.565 -4.220
C48 -1.117 -3.274 -0.965
H59 5.532 1.689 -2.227
H60 3.049 -0.710 -3.916
H61 -3.270 4.891 -1.974
C49 1.419 2.210 -1.728
H62 1.080 0.503 -6.078
N7 -3.532 -0.037 -2.421


(3)
The following is a DFT calculation (ωB97M-V/def2-TZVPD) of a structure of composition C49H62N8O2P2Si2Ta in a non-equilibrium geometry.

## Properties
HOMO level ... -10.619 eV
Max |F| ... 2.9 eV Å⁻¹
Frontier orbital gap ... 8.05 eV
Net charge ... +1
ΔE to the lowest compared entry with this formula, charge and spin ... 14.2 kcal per mole

Atoms and positions in Å:
H1 6.248 2.804 1.916
C1 3.110 1.944 1.014
N1 -2.184 -0.443 -1.677
C2 -1.687 1.794 -2.403
N2 -1.513 -2.742 -0.526
H2 -3.290 -4.068 -3.028
N3 -4.491 3.771 0.423
H3 1.185 -4.181 0.680
H4 -0.673 -2.953 -4.765
H5 -1.561 -5.948 0.433
N4 0.250 0.911 1.288
H6 -2.590 4.521 -0.011
H7 7.292 -0.551 -1.443
H8 -5.031 2.420 3.860
H9 3.308 -1.234 -3.896
H10 4.154 -2.978 0.159
H11 2.453 -1.476 -5.418
N5 -0.525 1.672 -1.755
C3 1.627 -4.491 -0.258
C4 3.941 -0.155 -1.697
H12 4.099 -0.814 2.716
H13 1.155 2.557 4.414
H14 -2.884 2.809 -3.842
C5 -1.578 2.197 3.269
H15 -0.713 3.517 0.060
C6 2.017 -3.522 -1.173
H16 2.237 2.330 0.502
C7 2.485 -6.223 -1.687
C8 3.037 0.693 1.619
C9 1.217 -0.548 3.454
C10 5.294 0.099 -1.865
H17 -0.797 4.629 1.429
C11 -3.604 4.562 -0.401
H18 -2.470 -0.262 2.240
C12 0.477 -0.978 6.106
C13 -1.753 -5.085 -0.189
C14 1.006 -1.563 0.729
H19 0.920 -3.646 -4.470
H20 1.545 -6.582 0.205
C15 1.975 -0.010 4.490
N6 -3.053 1.878 0.396
C16 4.480 -2.105 -0.395
C17 0.138 -3.023 -4.036
H21 -3.601 4.237 -1.449
H22 -1.013 4.382 -4.453
H23 5.615 0.955 -2.446
C18 2.680 -3.920 -2.334
H24 1.402 2.341 -1.555
H25 -6.507 2.739 2.937
C19 -4.088 2.514 0.843
C20 1.610 -0.235 5.810
H26 3.424 -5.554 -3.499
C21 -2.720 -4.057 -2.110
H27 -6.195 4.999 0.449
H28 6.167 0.537 2.889
H29 3.033 -3.176 -3.035
H30 3.193 0.482 -2.155
H31 -6.072 3.924 -0.959
C22 -2.734 0.740 -2.171
H32 2.668 -7.271 -1.885
C23 0.106 -1.333 3.762
H33 -6.521 3.263 0.614
C24 5.828 -1.847 -0.561
C25 -4.982 0.551 2.009
H34 2.333 2.721 3.116
H35 -4.673 0.054 1.095
H36 -6.024 0.298 2.217
H37 -5.110 3.823 2.780
C26 2.907 -5.260 -2.595
C27 1.317 2.966 3.417
C28 2.427 -0.942 -4.466
C29 -0.880 3.626 -3.690
P1 1.778 -1.741 -0.844
H38 4.305 3.691 0.678
H39 -0.245 -3.547 -3.159
C30 3.529 -1.266 -0.976
H40 -1.429 -0.145 -4.206
Ta1 -0.768 -0.287 -0.063
H41 -2.402 1.787 2.691
P2 1.448 -0.170 1.686
C31 -2.237 -2.847 -1.636
H42 -2.139 -1.957 1.871
H43 -0.057 0.967 -4.384
C32 -5.899 4.002 0.120
C33 0.342 3.473 -3.050
H44 -1.892 3.170 3.659
H45 -1.383 1.542 4.121
C34 -0.384 -0.067 -4.504
H46 2.526 0.123 -4.690
C35 -0.210 3.830 0.970
O1 -3.885 0.920 -2.461
C36 5.354 2.203 1.811
H47 2.852 0.585 4.279
C37 0.470 2.490 -2.085
C38 -1.917 2.771 -3.361
H48 -4.370 0.191 2.843
C39 5.306 0.933 2.367
C40 6.237 -0.748 -1.304
H49 -2.651 2.365 -0.396
H50 1.186 4.101 -3.299
C41 -2.461 -5.201 -1.377
H51 6.563 -2.507 -0.118
C42 -2.585 -1.585 -2.346
C43 1.853 -5.836 -0.516
H52 -3.943 5.598 -0.370
Si1 0.756 -1.278 -3.616
O2 -3.144 -1.612 -3.417
H53 0.755 4.262 0.696
H54 -2.820 -6.164 -1.714
H55 -0.337 -0.295 -5.572
C44 -2.332 -0.979 1.431
C45 -0.272 -1.535 5.078
C46 4.152 0.172 2.269
Si2 -0.035 2.414 2.213
H56 -1.152 -2.123 5.306
C47 4.261 2.703 1.119
N7 0.803 -0.984 -1.889
H57 -3.275 -1.061 0.889
H58 -0.716 -3.693 1.097
N8 -4.877 1.980 1.825
H59 2.206 0.185 6.609
H60 -0.444 -1.792 2.955
C48 -1.289 -3.837 0.188
H61 1.256 4.055 3.494
H62 0.184 -1.127 7.137
C49 -5.415 2.788 2.905


Question: Number 3 is which compound?
Answer: C49H62N8O2P2Si2Ta


Question: Which value of max |F| does entry 1 give?
Answer: 1.1 eV Å⁻¹


Question: Look up the ΔE to the lowest compared entry with this formula, charge and spin of the second one.
Answer: 0.0 kcal per mole


Question: What is the formula in the third record?
Answer: C49H62N8O2P2Si2Ta